193
Properties=species:S:1:pos:R:3:forces:R:3 method="wB97M-V/def2-TZVPD" spin_multiplicity=1 gap_ev=8.8 lumo_ev=0.625 de_lowest_kcal_mol=102.1 homo_ev=-8.14 smiles=CC1(C)CCCC(C)(C)N1O.CC1(C)CCCC(C)(C)N1O.COC[C@H](C)N.COC[C@H](C)N.COC[C@H](C)N.COC[C@H](C)N.COC[C@H](C)N.COCCNCCOC.COCCNCCOC largest_force_ev_per_a=3.9
C -0.8189 -3.7841 -4.5334 0.000 -0.191 0.878
O 0.4850 -3.5400 -4.9575 0.396 0.357 -1.162
C 0.3190 -2.8250 -6.1812 0.654 -0.215 0.904
C 1.6128 -2.4921 -6.8773 -0.274 -0.302 -0.717
N 1.3231 -1.2656 -7.6055 0.555 0.168 -0.591
C 2.4832 -0.7139 -8.2714 0.235 1.398 1.365
C 2.1014 0.5350 -9.0123 -0.843 1.335 0.070
O 1.4859 0.1756 -10.2508 -0.189 0.040 0.436
C 0.7960 1.2039 -10.9813 0.272 -0.962 0.922
H -1.3090 -4.3665 -5.3181 -0.585 0.140 0.208
H -1.3336 -2.8217 -4.2864 0.021 -0.780 -0.227
H -0.7146 -4.4056 -3.6511 -0.441 -0.058 0.261
H -0.0599 -1.8466 -5.9451 -0.645 0.566 0.270
H -0.4574 -3.3517 -6.7400 0.351 0.021 -0.693
H 1.9610 -3.2235 -7.5907 -0.027 -0.886 -0.175
H 2.4520 -2.4060 -6.1735 -0.426 0.549 0.099
H 0.5869 -1.3979 -8.3104 0.368 -0.223 0.453
H 3.1390 -1.3203 -8.8810 -0.341 -0.859 -0.665
H 3.1939 -0.3827 -7.4886 -0.375 -0.017 0.016
H 3.0476 1.0743 -9.1830 -0.361 0.317 -0.174
H 1.3683 1.2019 -8.3631 1.420 -1.252 -1.190
H 0.0477 0.6213 -11.5771 0.446 1.101 0.435
H 1.5140 1.7318 -11.5955 0.053 0.116 -0.527
H 0.3959 1.9523 -10.2687 -0.398 -0.474 -0.438
C -0.6555 -4.5253 2.3806 -2.424 -0.361 0.036
O 0.0743 -5.0141 1.3109 0.781 0.473 0.128
C -0.3065 -6.2566 0.8283 -0.984 -0.400 -1.716
C 0.0294 -7.4022 1.6984 0.007 -0.714 0.737
N -0.6287 -8.6266 1.2140 0.229 1.038 0.774
C -0.0544 -9.8222 1.8157 1.349 0.854 -0.570
C -0.7769 -11.0154 1.2817 -0.784 0.760 -1.960
O -2.1295 -10.9423 1.7110 -0.573 -1.029 -0.365
C -2.7365 -12.2160 1.4377 0.089 0.406 -0.653
H -0.1744 -3.7050 2.8644 0.330 0.955 -0.250
H -0.8208 -5.2180 3.1883 0.293 -0.845 0.395
H -1.7262 -4.3159 2.0691 1.049 0.441 0.115
H 0.2276 -6.3649 -0.1313 -0.408 0.005 0.223
H -1.4130 -6.3779 0.6243 0.718 0.727 0.024
H -0.1172 -7.0969 2.7425 -0.708 -0.469 0.205
H 1.0613 -7.5929 1.7091 1.755 -0.188 -0.407
H -1.5621 -8.5471 1.5633 -0.943 -0.254 -0.163
H -0.0658 -9.7580 2.9130 -0.058 -0.343 -0.012
H 1.0232 -9.7955 1.4862 -0.899 -0.517 0.383
H -0.3696 -11.9439 1.6156 0.632 -0.731 0.213
H -0.7850 -10.9729 0.1142 0.298 -0.175 1.839
H -3.7984 -12.2344 1.6435 -0.136 0.469 0.408
H -2.2369 -12.9604 2.0309 0.145 -0.557 0.394
H -2.6576 -12.5371 0.3778 0.276 0.462 0.294
C -4.5275 2.9824 3.0538 -1.053 -1.195 1.262
C -3.4172 2.7153 4.0893 0.013 -0.169 -0.294
C -2.1317 3.2597 3.4885 0.135 0.350 -0.335
O -1.7082 2.4074 2.4624 0.124 -1.215 -0.433
C -0.3243 2.1146 2.4234 0.345 1.349 -0.075
N -3.6819 3.3614 5.3645 1.006 0.631 -1.118
H -4.7488 4.0227 3.1004 -0.253 0.948 -0.208
H -5.5019 2.4145 3.1597 1.101 0.486 0.409
H -4.1799 2.7152 2.0860 0.459 -0.050 -0.903
H -3.2285 1.6343 4.1425 -0.196 -0.057 0.244
H -1.3506 3.4533 4.1943 0.563 -0.560 1.011
H -2.2238 4.2311 3.0491 -0.834 0.998 -0.313
H -0.1428 1.0798 2.0969 -0.100 0.464 -0.114
H 0.0951 2.2952 3.4148 0.158 -0.444 0.195
H 0.1895 2.8862 1.7850 -0.244 -0.959 0.259
H -3.0730 3.1901 6.1324 0.763 -0.425 0.153
H -4.5971 3.3095 5.6797 -1.990 -0.201 0.385
C 4.0459 -2.1847 1.9351 1.821 0.597 -0.626
C 4.0353 -3.4904 1.1175 0.075 1.331 0.438
C 5.4170 -3.7527 0.5234 -0.428 1.532 0.092
O 5.5404 -4.9871 -0.1108 0.269 -0.381 0.248
C 4.9083 -5.0612 -1.3783 2.217 -0.644 0.601
N 3.6423 -4.5291 2.0156 2.707 -2.628 -1.140
H 4.7780 -2.2872 2.7867 -0.752 0.182 -0.793
H 3.0712 -2.0403 2.3145 -1.109 0.180 0.694
H 4.2725 -1.2362 1.3524 -0.022 -1.241 0.449
H 3.3027 -3.3823 0.3414 -0.434 0.272 -0.911
H 6.0972 -3.6761 1.3699 0.369 -0.531 -0.054
H 5.6707 -2.8708 -0.1403 -0.220 -0.904 0.234
H 3.9075 -4.8158 -1.3140 -2.317 0.375 0.002
H 5.0730 -6.0765 -1.7246 -0.215 -0.075 -0.110
H 5.4044 -4.3828 -2.0407 0.264 0.546 -0.718
H 2.7950 -4.4141 2.4743 -1.856 0.198 0.505
H 3.7282 -5.4520 1.5208 -0.443 1.217 0.993
C -1.9927 -0.9241 4.9736 0.674 -1.481 -1.168
C -1.3521 -0.6851 6.3256 -0.236 -0.910 -0.385
C 0.1185 -0.6175 6.0749 -0.030 0.147 -1.705
O 0.4963 -1.8021 5.3835 -1.758 -0.213 1.652
C 1.7431 -1.7686 4.8290 0.773 -1.364 -0.279
N -1.8521 0.5014 6.9289 -0.708 1.726 -0.380
H -1.9504 -2.0303 4.7443 -0.089 1.232 0.138
H -1.4680 -0.4145 4.1108 -0.512 -0.278 1.058
H -3.0181 -0.6366 4.9810 -0.957 0.251 -0.104
H -1.5403 -1.5279 6.9914 -0.046 -0.492 -0.143
H 0.6122 -0.5476 7.0076 1.136 0.340 0.963
H 0.2791 0.2646 5.4021 0.249 -0.358 0.689
H 1.9291 -2.7930 4.4238 0.214 0.660 0.513
H 2.5194 -1.4773 5.5605 -0.048 -0.003 -0.529
H 1.6482 -1.1446 3.9739 0.833 1.100 -0.881
H -1.7353 0.6085 7.9258 -0.142 -0.222 -0.112
H -2.8024 0.7137 6.6094 0.598 -0.087 0.577
C 0.1585 -2.1200 -0.0730 0.274 -0.544 0.459
C 0.3713 -1.5014 -1.4383 0.784 -1.709 -0.564
C 1.2241 -0.2649 -1.4249 -0.956 1.656 -0.754
O 0.4293 0.7067 -0.6920 0.534 0.499 -1.552
C 1.0688 1.9811 -0.7428 1.072 -1.205 0.182
N 1.0634 -2.4878 -2.3108 0.041 -0.653 0.244
H 1.1330 -2.5248 0.2717 -0.541 0.114 -0.041
H -0.5508 -2.9713 -0.1663 0.435 0.498 0.203
H -0.2259 -1.4179 0.6908 0.284 -0.271 -0.642
H -0.6060 -1.2769 -1.8460 -0.361 0.602 -0.211
H 1.4422 0.0717 -2.5255 -0.442 -0.313 1.834
H 2.1605 -0.2722 -0.8703 0.341 -0.838 -0.191
H 0.4524 2.6284 -0.1907 -0.446 0.884 0.984
H 1.1909 2.4605 -1.7085 -0.244 -0.496 -0.719
H 2.0982 1.8485 -0.3413 -0.530 0.491 0.196
H 0.6471 -3.4427 -2.3998 0.291 1.570 0.409
H 1.2266 -2.1397 -3.2514 -0.235 -0.128 0.224
C -2.9859 -0.9976 1.2833 1.630 -0.589 -0.544
C -3.2650 -0.3820 -0.0831 0.684 -1.165 -0.681
C -4.7587 -0.4888 -0.4297 0.398 1.229 0.316
O -5.1641 -1.8143 -0.6072 2.116 0.344 0.899
C -6.3148 -2.1171 -1.2602 -2.767 0.344 0.363
N -2.8089 1.0095 -0.2218 0.929 -0.833 -0.835
H -3.2720 -0.3213 2.0316 -1.000 0.991 1.272
H -1.8739 -1.1148 1.5200 -1.531 -0.247 -0.651
H -3.5468 -1.9358 1.3603 0.382 0.061 0.236
H -2.6719 -0.9755 -0.8158 -0.617 0.266 0.130
H -4.8887 0.1313 -1.3176 -0.327 -0.117 -0.288
H -5.2753 0.0269 0.4152 -0.261 -0.408 -0.415
H -6.3746 -3.2044 -1.1273 -0.434 0.238 -0.642
H -6.4061 -1.7693 -2.3052 0.551 -0.347 0.105
H -7.2441 -1.6490 -0.7674 1.076 -0.606 -0.307
H -1.7912 0.9635 -0.4422 -0.840 0.208 0.168
H -2.8505 1.4191 0.6793 0.016 0.814 1.082
C 2.4649 5.2679 0.0355 -0.052 2.727 -0.211
C 2.9358 5.7146 1.3774 -0.414 0.703 1.497
C 1.6851 6.3937 2.0112 0.246 -1.897 -0.590
C 1.8213 6.5775 3.5028 -1.120 0.403 1.168
C 2.1312 5.2335 4.2308 0.164 -1.453 -2.515
C 3.4262 4.5506 3.6192 -1.301 -0.846 1.045
N 3.1936 4.5117 2.1521 1.305 -0.525 0.444
O 4.3019 3.8405 1.5321 0.610 0.452 0.366
C 4.7124 5.2359 4.1746 -1.521 0.561 0.263
C 3.4596 3.0084 4.0494 0.859 1.703 -0.925
C 4.1060 6.7268 1.3670 -0.110 0.828 -1.024
H 3.1138 4.8126 -0.6285 1.729 -0.854 -1.032
H 2.0604 6.1672 -0.4288 0.087 0.142 -0.493
H 1.6381 4.6710 0.1579 -1.852 -1.718 0.392
H 1.6273 7.2907 1.3974 -0.704 0.352 0.521
H 0.8137 5.6925 1.8081 0.787 0.992 0.123
H 0.8281 6.9379 3.8607 0.669 -0.096 0.007
H 2.5140 7.3960 3.6956 0.287 -0.150 0.321
H 1.2539 4.5389 3.9615 1.175 0.832 0.550
H 2.3200 5.1529 5.2894 -0.452 0.843 0.514
H 4.9533 4.9850 5.2151 -0.262 -0.502 -0.300
H 5.5296 4.9802 3.5568 1.222 -0.183 -0.511
H 4.5975 6.3196 4.2045 0.081 0.035 -0.211
H 4.4786 2.6621 3.7930 -0.613 -0.204 0.118
H 3.3208 2.8828 5.1246 -0.282 0.013 -0.126
H 2.7236 2.5182 3.4060 0.080 -0.252 0.463
H 3.8593 7.7198 0.8777 -0.077 -1.231 0.347
H 4.9294 6.3188 0.7803 0.177 0.034 0.033
H 4.4773 7.0002 2.3506 -0.106 -0.218 0.038
H 5.1005 4.3852 1.7477 -0.731 -0.580 -0.342
C -3.0841 4.7399 -0.1770 -1.003 -0.005 0.930
C -2.5406 4.9247 -1.5854 0.426 -0.901 0.035
C -1.1948 5.5875 -1.5083 1.747 -1.245 1.806
C -0.5299 5.7722 -2.8373 0.293 0.575 -0.703
C -0.4185 4.4410 -3.5819 -1.241 0.460 0.327
C -1.7369 3.6126 -3.5197 0.876 -2.135 -1.950
N -2.2922 3.5860 -2.2017 -1.324 1.655 1.397
O -3.5588 2.8829 -2.2013 1.249 -0.388 0.477
C -2.6296 4.0649 -4.6913 -1.836 -0.437 0.949
C -1.3906 2.0665 -3.7421 1.363 -0.180 1.701
C -3.4841 5.8283 -2.2837 -2.913 0.114 -0.080
H -3.2705 5.8111 0.1886 0.338 -1.755 0.144
H -2.3633 4.1637 0.4332 -0.141 0.556 -0.009
H -4.0569 4.1349 -0.0969 1.258 1.126 -0.488
H -1.2576 6.5199 -0.9467 -0.068 0.096 0.022
H -0.5292 4.8597 -0.8729 -0.940 1.303 -0.969
H 0.4596 6.2453 -2.6912 -0.287 -0.323 -0.147
H -1.0864 6.4844 -3.4988 0.240 -0.442 0.638
H 0.3612 3.8079 -3.2431 0.981 -0.339 0.637
H -0.2061 4.7163 -4.6036 0.056 -0.435 -0.568
H -2.4887 5.1022 -4.9283 -0.430 0.860 0.381
H -2.3413 3.6329 -5.6281 0.252 -0.957 -0.375
H -3.7237 3.7878 -4.4659 1.598 0.630 -0.520
H -0.4285 1.9743 -4.3169 -0.946 -0.042 0.253
H -1.1894 1.5912 -2.6608 -0.369 0.975 -2.429
H -2.1890 1.4840 -4.2210 0.209 0.340 0.095
H -3.7725 6.6109 -1.5613 0.326 0.161 -0.592
H -4.4496 5.2803 -2.4159 0.614 0.263 -0.149
H -3.2283 6.2476 -3.2457 0.338 0.093 -0.016
H -3.3393 2.2249 -1.4673 -0.626 0.203 -0.755